Here is a structure of composition C43H34IN3O2PRu from OMol25. Energies are from ωB97M-V/def2-TZVPD.

```
85
Properties=species:S:1:pos:R:3:lowdin_charge:R:1
C -1.339 5.740 3.745 -0.061
C 0.722 -0.165 4.651 -0.071
C 0.065 -5.169 -0.804 -0.027
H 3.887 2.343 -2.752 0.101
N -1.270 2.305 1.358 -0.163
H 4.646 -2.968 -5.033 0.124
C 4.863 0.854 -3.926 -0.036
C 1.100 3.322 -3.587 -0.074
C -0.612 -1.701 0.544 -0.226
H 0.304 -0.836 5.391 0.108
H 2.691 -4.963 1.315 0.127
H 4.226 1.085 -0.520 0.117
C 2.925 4.591 0.420 -0.058
H 1.667 -2.815 1.782 0.096
C -1.158 5.857 2.372 -0.059
C 1.395 0.237 2.351 -0.255
P 1.529 1.354 -1.651 0.989
C 3.809 1.336 -3.133 -0.096
H -1.041 6.833 1.921 0.112
C 1.221 -3.431 1.017 -0.034
C -1.505 4.493 4.330 -0.053
H -0.633 -1.418 1.590 0.046
C -1.047 4.198 -4.220 -0.060
H -2.739 3.334 -3.221 0.113
C 4.847 -0.441 -4.337 -0.004
H -1.424 -3.674 -1.056 0.093
C -0.895 2.465 -2.564 -0.136
C 1.572 -1.683 -3.132 -0.520
H 2.176 3.332 -3.696 0.101
C -1.309 3.492 2.182 -0.182
C -1.662 3.335 -3.326 -0.061
C 1.698 1.939 4.059 -0.075
C 3.843 2.059 -0.242 -0.120
H -1.643 4.874 -4.818 0.113
H 5.585 2.553 0.898 0.115
C 1.569 -0.189 0.924 -0.161
C 1.140 1.102 5.019 -0.089
H 0.539 -1.598 3.094 0.090
C -1.142 4.723 1.576 -0.009
H -1.353 6.629 4.360 0.112
C 1.609 -2.980 -3.559 -0.143
H 4.765 4.809 1.499 0.112
C 4.620 2.892 0.546 -0.058
H 2.038 2.930 4.334 0.110
C 0.493 2.447 -2.684 -0.363
H 1.765 -1.243 0.813 0.032
I -0.310 -1.157 -2.383 1.415
H 2.244 2.177 2.011 0.089
H -1.017 4.786 0.503 0.117
H 2.413 0.333 0.500 0.013
C 2.148 3.761 -0.376 -0.085
O -0.133 2.062 0.707 -0.219
N -2.232 1.505 1.336 0.069
H -1.644 4.407 5.399 0.114
C 2.739 -3.469 -4.239 -0.046
N 2.359 -7.817 -0.642 0.168
C 3.779 -2.627 -4.483 -0.009
C 1.803 -4.666 0.774 -0.005
H -0.405 -5.860 -1.492 0.126
C 1.859 -6.806 -0.427 -0.175
H 1.193 4.110 -0.745 0.099
H 1.047 1.432 6.046 0.107
H -1.594 2.363 3.975 0.121
H 0.820 4.861 -5.046 0.113
C 0.850 -0.592 3.334 -0.052
H 2.758 -4.496 -4.576 0.120
C 0.336 4.190 -4.349 -0.056
H 0.765 -3.635 -3.387 0.088
C 1.821 1.511 2.750 -0.046
H -1.409 1.800 -1.878 0.055
C 2.649 -0.778 -3.287 -0.184
C -1.487 3.350 3.545 -0.008
H -1.642 -1.773 0.200 0.046
H 5.666 -0.850 -4.917 0.126
Ru -0.125 0.338 -0.237 0.764
C 1.240 -5.534 -0.154 -0.227
C 2.722 0.559 -2.790 -0.263
C 0.078 -3.012 0.329 -0.301
C 3.758 -1.286 -4.028 -0.145
H 2.567 5.581 0.671 0.111
O -2.009 0.470 0.596 -0.239
C -0.498 -3.932 -0.558 -0.104
H 5.690 1.507 -4.171 0.118
C 2.594 2.486 -0.705 -0.371
C 4.158 4.158 0.883 -0.063
```

Values from the calculation:
Energy above the lowest of the compared OMol25 structures with the same formula, charge and spin: 14.3 kcal per mole
HOMO: -11.013 eV
Kohn-Sham gap: 7.508 eV
Total charge: +1
M: 883.7 g mol⁻¹